[1]
{"formula": "C2HIN2O2", "method": "ωB97M-V/def2-TZVPD", "homo_energy_ev": [-9.31, -9.33], "lumo_energy_ha": [-0.1940, -0.1926], "total_charge": 0, "mol_weight_g_mol": 211.95, "orbital_gap_ev": [4.03, 4.09], "elements": ["I", "O", "O", "N", "N", "C", "C", "H"], "xyz": [[3.9642, 0.0767, 0.0802], [-0.9266, 0.8838, 1.7203], [-0.2057, 2.5709, 0.5681], [0.6895, 1.0919, -2.5776], [-0.3563, 1.3857, 0.7672], [0.4046, 0.8356, -1.4872], [0.1242, 0.4669, -0.1951], [0.1517, -0.5747, 0.0961]], "atomic_forces_ev_per_a": [[-1.0005, 0.1204, -0.0070], [0.0254, -0.0970, 0.1847], [0.1093, 0.2353, -0.1405], [-0.0801, 0.0462, -0.2419], [-0.4024, 0.3246, 0.3581], [0.1844, 0.4577, -0.5180], [1.3705, -1.2460, 0.2809], [-0.2065, 0.1588, 0.0836]], "lowdin_charge": [0.08, 0.09, 0.10, 0.22, -0.42, -0.23, 0.03, 0.12]}

[2]
{"formula": "C4H10NOS", "method": "ωB97M-V/def2-TZVPD", "homo_energy_ev": -2.69, "lumo_energy_ha": 0.1165, "total_charge": -1, "mol_weight_g_mol": 120.20, "orbital_gap_ev": 5.86, "smiles": "C[C@@H](CS)NC[O-]", "elements": ["S", "O", "N", "C", "C", "C", "C", "H", "H", "H", "H", "H", "H", "H", "H", "H", "H"], "xyz": [[2.8962, 0.5982, 0.4986], [-1.5141, -1.4715, 0.7953], [-0.7721, -0.1228, -1.1763], [-0.5717, 1.4015, 0.9876], [1.2653, -0.2456, 0.2503], [0.0999, 0.6496, -0.2620], [-1.3174, -1.4414, -0.5573], [-2.2088, -1.7959, -1.1956], [3.2767, -0.0953, -0.7271], [-1.2300, 2.1054, 0.5125], [1.0393, -0.6701, 1.2316], [-1.0773, 0.5498, 1.4754], [1.5443, -1.1276, -0.3943], [0.0931, 1.9524, 1.6397], [-1.6257, 0.5232, -1.3898], [0.6866, 1.3915, -0.8420], [-0.5842, -2.2014, -0.8466]], "atomic_forces_ev_per_a": [[0.2527, -1.3863, -2.6273], [-0.0458, 0.4873, -1.6220], [-2.2562, 1.3547, 0.3733], [0.1583, -1.9540, -1.7389], [-0.2209, -1.2301, 0.5419], [1.6837, 0.1180, 0.6325], [-0.3521, -0.4185, 1.3375], [0.4132, 1.0450, 0.3747], [0.1572, 1.6172, 1.9965], [-0.7879, 0.3833, 0.1678], [-0.3324, -0.0070, -0.2199], [-0.2014, 0.6433, 0.1014], [-0.8513, 1.0590, 0.4859], [0.5491, -0.0523, 0.0312], [1.8672, -1.5139, 0.5821], [-0.7930, -0.0135, -0.1688], [0.7595, -0.1322, -0.2478]], "lowdin_charge": [0.57, -0.36, -0.06, -0.07, -0.57, -0.47, -0.52, 0.08, -0.09, 0.04, 0.05, 0.05, 0.07, 0.05, 0.11, 0.09, 0.05]}

[3]
{"formula": "C6H12O3", "method": "ωB97M-V/def2-TZVPD", "homo_energy_ev": -8.37, "lumo_energy_ha": 0.0254, "total_charge": 0, "mol_weight_g_mol": 132.16, "orbital_gap_ev": 9.06, "elements": ["O", "O", "O", "C", "C", "C", "C", "C", "C", "H", "H", "H", "H", "H", "H", "H", "H", "H", "H", "H", "H"], "xyz": [[0.8639, -0.8892, -1.2774], [-1.0105, 0.9537, -2.9745], [1.1563, 1.5766, -2.4940], [0.1190, -0.5906, 1.6971], [1.2342, -0.7800, 2.4039], [-1.1759, -1.2441, 2.0648], [-0.1566, -0.0988, -0.7853], [-0.1389, 1.4369, -1.9736], [0.1571, 0.7144, 0.3446], [-1.1551, -0.5192, -0.8696], [-0.9405, 1.5576, -3.7331], [2.1896, -0.3806, 2.0718], [1.2396, -1.2869, 3.3708], [0.6052, -1.8198, -1.2314], [-0.4737, 2.4136, -1.6151], [-1.1467, -1.7029, 3.0628], [-1.9866, -0.5084, 2.0790], [1.1674, 1.1156, 0.3595], [-1.4516, -2.0223, 1.3464], [-0.6166, 1.4016, 0.6709], [1.5204, 0.6730, -2.5176]], "atomic_forces_ev_per_a": [[0.0814, -0.4661, 0.2154], [-0.1079, 0.5716, -0.2917], [-0.4215, -0.2120, 0.7808], [1.1257, 2.5351, -0.7725], [-0.1349, 0.2882, -0.2616], [-0.3731, 0.4341, -0.0897], [-0.3187, 4.4539, -4.0072], [-0.0123, -3.4778, -0.6104], [0.1099, -4.1076, 5.3932], [0.0625, 0.0232, 0.0489], [-0.0596, -0.2279, 0.1518], [-0.1682, 0.1971, 0.1661], [-0.0363, -0.3513, -0.3880], [0.1115, 0.2839, -0.1292], [0.1341, -0.2611, 0.5412], [0.2092, 0.0619, -0.2678], [-0.0533, -0.0950, -0.0769], [-0.1291, 0.0372, -0.0550], [-0.0181, 0.0574, 0.0184], [0.0373, 0.0721, -0.2463], [-0.0386, 0.1830, -0.1194]], "lowdin_charge": [0.00, -0.05, -0.01, -0.26, -0.01, -0.10, -0.31, -0.33, -0.06, 0.14, 0.10, 0.05, 0.06, 0.12, 0.14, 0.08, 0.07, 0.11, 0.07, 0.11, 0.09]}

[4]
{"formula": "C2H11NO2", "method": "ωB97M-V/def2-TZVPD", "homo_energy_ev": -9.88, "lumo_energy_ha": 0.0290, "total_charge": 0, "mol_weight_g_mol": 81.11, "orbital_gap_ev": 10.67, "smiles": "CCN.O.O", "elements": ["O", "O", "N", "C", "C", "H", "H", "H", "H", "H", "H", "H", "H", "H", "H", "H"], "xyz": [[-1.1389, 1.6826, 1.3718], [1.8740, 1.0982, 1.9801], [-1.2433, -0.1065, -0.4728], [0.2204, -0.3065, -0.7501], [0.4969, -1.6907, -1.3128], [1.8734, 1.3319, 2.9141], [0.2549, -2.4718, -0.5703], [0.9287, 1.1652, 1.7656], [-1.7905, 0.2240, -1.2561], [-1.3074, 2.4291, 0.7787], [-1.1383, 0.9845, 0.5265], [0.5322, 0.5357, -1.3728], [-1.5936, -0.9850, -0.0975], [0.7082, -0.2217, 0.2229], [-0.1953, -1.9592, -2.1049], [1.5188, -1.7099, -1.6223]], "atomic_forces_ev_per_a": [[0.2935, -0.7327, -2.2440], [-0.3305, -0.0688, 0.1351], [1.0417, -0.4166, -0.0938], [-1.3138, -0.1143, 0.2714], [-0.9481, 0.0541, 0.4553], [0.2010, -0.0125, -0.0062], [0.6105, 0.3922, 0.0759], [-0.0739, 0.2804, -0.0887], [0.0867, -0.4413, -0.1965], [0.0533, 0.5728, 0.7664], [-0.4495, 0.5066, 2.2870], [0.2019, -0.3218, -0.0581], [-0.4016, 0.3991, -0.1568], [0.1832, 0.1351, -0.2184], [0.1994, 0.3439, -0.6336], [0.6460, -0.5764, -0.2950]], "lowdin_charge": [-0.19, -0.08, -0.02, -0.27, -0.10, 0.03, 0.08, -0.01, 0.10, 0.01, -0.01, 0.12, 0.10, 0.09, 0.07, 0.06]}

[5]
{"formula": "C2H6OS2", "method": "ωB97M-V/def2-TZVPD", "homo_energy_ev": -9.25, "lumo_energy_ha": 0.0131, "total_charge": 0, "mol_weight_g_mol": 110.20, "orbital_gap_ev": 9.61, "smiles": "C=O.CSS", "elements": ["S", "S", "O", "C", "C", "H", "H", "H", "H", "H", "H"], "xyz": [[1.4808, 1.7996, -1.3664], [0.7842, -0.1034, -1.5480], [-0.2102, -3.1592, 3.5184], [0.0511, 2.8794, -1.6246], [-0.5889, -3.3868, 2.4060], [-0.7512, 2.5861, -0.9634], [0.0354, -3.9599, 1.6938], [0.5430, -0.4661, -0.2747], [-0.2145, 3.0004, -2.6603], [0.4329, 3.8267, -1.2157], [-1.5626, -3.0167, 2.0349]], "atomic_forces_ev_per_a": [[0.1391, 0.0000, 0.0662], [-0.1340, -0.3230, -0.3581], [-0.0181, 0.0150, 0.1372], [0.7640, 0.3549, 0.9594], [0.1141, 0.0461, -0.1439], [-0.3745, -0.1727, -0.1810], [-0.1088, 0.0001, 0.0019], [0.0239, 0.3103, 0.0983], [-0.2312, -0.1329, -0.2505], [-0.1864, -0.0357, -0.3295], [0.0119, -0.0622, 0.0000]], "lowdin_charge": [0.34, 0.27, 0.00, -0.48, -0.15, 0.03, 0.08, -0.21, 0.03, 0.03, 0.08]}